Entry 1:
89
Properties=species:S:1:pos:R:3 method="wB97M-V/def2-TZVPD" gap_ev=5.094 e_homo_ev=-1.42 energy_ev=-94379.3453 spin_multiplicity=1 relative_energy_kcal_mol=4.1 molar_mass_da=1074.5 total_charge=-2 e_lumo_ha=0.1352
Cs -0.25 0.39 1.88
C 4.91 0.52 2.13
C 3.61 0.40 1.62
N 2.83 1.41 1.31
C 3.30 2.66 1.51
C 4.60 2.91 2.03
C 5.40 1.78 2.33
C 5.05 4.23 2.22
C 4.21 5.27 1.89
C 2.94 5.06 1.37
C 2.41 3.77 1.16
N 1.17 3.48 0.76
C 0.42 4.28 -0.01
C 0.90 5.17 -0.99
C 0.05 5.92 -1.80
C -1.32 5.85 -1.69
C -1.87 4.96 -0.73
C -3.27 4.80 -0.57
C -3.76 3.92 0.34
C -2.83 3.17 1.10
N -1.54 3.28 0.98
C -1.03 4.16 0.08
H 5.49 -0.37 2.35
H 3.20 -0.59 1.42
H 6.40 1.94 2.73
H 6.05 4.41 2.62
H 4.55 6.29 2.05
H 2.30 5.90 1.14
H 1.97 5.25 -1.12
H 0.48 6.58 -2.54
H -1.97 6.44 -2.32
H -3.93 5.40 -1.19
H -4.82 3.77 0.49
H -3.18 2.44 1.83
C -0.08 -8.65 -1.58
C -0.09 -7.30 -0.90
C 0.22 -7.19 0.45
C 0.20 -5.95 1.09
C -0.14 -4.81 0.37
C -0.44 -4.91 -0.98
C -0.41 -6.15 -1.61
S -0.14 -3.19 1.16
O -1.53 -2.88 1.46
O 0.73 -3.34 2.31
N 0.33 -2.20 0.06
C 1.63 -2.07 -0.35
C 2.68 -2.97 -0.02
C 3.94 -2.73 -0.51
C 4.18 -1.62 -1.31
C 3.10 -0.80 -1.58
N 1.86 -1.01 -1.15
H 0.54 -9.36 -1.05
H 0.29 -8.57 -2.60
H -1.09 -9.06 -1.63
H 0.49 -8.07 1.02
H 0.46 -5.85 2.13
H -0.67 -4.01 -1.54
H -0.64 -6.22 -2.66
H 2.47 -3.80 0.64
H 4.76 -3.41 -0.26
H 5.17 -1.39 -1.69
H 3.23 0.09 -2.19
O -0.78 0.77 4.68
Cl -2.23 0.73 4.74
O -2.72 1.84 5.50
O -2.66 -0.50 5.34
O -2.74 0.81 3.37
C 0.79 1.12 -3.80
Te -0.61 0.86 -2.20
C -1.98 2.31 -2.97
H 0.28 1.00 -4.75
H 1.54 0.33 -3.69
H 1.27 2.09 -3.74
H -1.48 3.28 -3.06
H -2.78 2.40 -2.23
H -2.39 1.99 -3.92
C -4.96 0.22 -1.25
Sb -3.41 -0.69 -0.03
C -4.78 -1.48 1.42
C -3.32 -2.47 -1.23
H -5.83 -0.44 -1.32
H -4.57 0.40 -2.25
H -5.26 1.17 -0.81
H -5.47 -2.19 0.96
H -5.33 -0.68 1.90
H -4.18 -1.99 2.18
H -4.32 -2.74 -1.58
H -2.92 -3.25 -0.60
H -2.66 -2.30 -2.08

---

Entry 2:
58
Properties=species:S:1:pos:R:3 method="wB97M-V/def2-TZVPD" gap_ev=7.291 e_homo_ev=-8.01 energy_ev=-54051.5186 spin_multiplicity=1 molar_mass_da=528.4 smiles=FC(F)(F)C(F)(F)C(F)(F)[SiH2]I.CCN(CC)CC.CCN(CC)CC e_lumo_ha=-0.0264
F -1.60 3.08 2.24
C -2.14 2.90 0.87
F -2.44 4.23 0.24
F -0.99 2.34 0.06
C -3.36 1.82 0.73
F -2.80 0.43 0.70
F -3.95 2.03 -0.64
C -4.59 2.02 1.79
F -5.45 0.78 1.67
F -4.19 2.09 3.22
Si -5.78 3.49 1.26
I -7.82 2.51 0.15
H -6.12 4.22 2.48
H -5.04 4.36 0.35
C 4.65 1.86 3.76
C 3.30 1.36 3.24
N 2.85 2.04 2.02
C 1.44 1.80 1.71
C 1.03 0.37 1.38
C 3.76 2.00 0.88
C 4.20 0.63 0.37
H 4.64 2.95 3.89
H 4.86 1.41 4.73
H 5.47 1.59 3.08
H 2.57 1.54 4.04
H 3.35 0.28 3.10
H 1.13 2.45 0.88
H 0.84 2.13 2.57
H 1.37 0.07 0.39
H -0.07 0.30 1.37
H 1.39 -0.35 2.12
H 4.66 2.57 1.14
H 3.33 2.57 0.04
H 4.52 -0.03 1.18
H 5.05 0.75 -0.31
H 3.41 0.14 -0.20
C -2.24 -1.44 -1.53
C -1.85 -2.68 -2.33
N -0.69 -2.47 -3.19
C -0.51 -3.54 -4.19
C -0.21 -4.94 -3.67
C 0.54 -2.02 -2.54
C 1.09 -2.87 -1.40
H -2.38 -0.57 -2.18
H -3.19 -1.62 -1.01
H -1.49 -1.20 -0.77
H -2.72 -2.93 -2.96
H -1.71 -3.52 -1.64
H 0.28 -3.25 -4.89
H -1.42 -3.59 -4.80
H 0.81 -5.03 -3.29
H -0.30 -5.66 -4.50
H -0.91 -5.25 -2.89
H 0.36 -1.01 -2.14
H 1.33 -1.88 -3.29
H 0.32 -3.17 -0.68
H 1.85 -2.30 -0.85
H 1.58 -3.77 -1.77